(1)
{"formula": "C23H28N2O4", "method": "ωB97M-V with the def2-TZVPD basis set", "symbols": ["C", "H", "O", "C", "C", "C", "C", "C", "C", "H", "H", "N", "C", "H", "C", "N", "C", "O", "C", "C", "C", "C", "C", "C", "H", "H", "O", "C", "C", "H", "O", "C", "C", "H", "H", "C", "H", "H", "H", "H", "H", "H", "H", "H", "C", "H", "C", "H", "H", "H", "H", "H", "H", "H", "H", "H", "H"], "positions_angstrom": [[8.74645, 1.60750, -0.73207], [8.99880, 0.54186, -0.75691], [7.46225, 1.84801, -1.24805], [6.39346, 1.27359, -0.61571], [6.46620, 0.45466, 0.50398], [5.31505, -0.07122, 1.05931], [4.05254, 0.17957, 0.51883], [3.99467, 1.01242, -0.60299], [5.13926, 1.54938, -1.15303], [5.08150, 2.18929, -2.01954], [3.05160, 1.25321, -1.06746], [2.91848, -0.33161, 1.15204], [2.89545, -1.72737, 1.54293], [3.89165, -2.06204, 1.82304], [2.36754, -2.60608, 0.39908], [1.05445, -2.14518, 0.00244], [-0.01208, -2.97658, 0.08191], [0.10589, -4.14881, 0.39280], [-1.34708, -2.38190, -0.23536], [-1.92812, -1.43241, 0.59467], [-3.19476, -0.93648, 0.33801], [-3.90363, -1.39712, -0.76691], [-3.32659, -2.35924, -1.59781], [-2.06797, -2.85147, -1.32877], [-1.63230, -3.60624, -1.96562], [-3.89359, -2.71117, -2.44505], [-5.15667, -0.98936, -1.12043], [-5.84108, -0.08375, -0.28821], [-5.28216, 1.36045, -0.36579], [-4.35901, 1.33248, -0.95683], [-4.95278, 1.83176, 0.93307], [-5.91417, 2.78255, 1.36974], [-7.03968, 2.78311, 0.33533], [-7.79321, 2.03789, 0.59233], [-7.51779, 3.75561, 0.24897], [-6.28989, 2.36670, -0.92731], [-5.76101, 3.22262, -1.34862], [-6.92821, 1.93369, -1.69293], [-5.42838, 3.76533, 1.42412], [-6.25352, 2.50445, 2.37138], [-5.81422, -0.41892, 0.75619], [-6.87529, -0.11940, -0.63973], [-3.60728, -0.18746, 0.99477], [-1.39265, -1.07759, 1.46362], [1.04173, -0.76049, -0.40304], [0.02927, -0.45149, -0.66151], [1.60036, 0.09804, 0.74558], [1.61985, 1.15230, 0.47183], [0.94174, -0.01410, 1.61478], [1.68419, -0.65181, -1.28644], [2.27475, -3.64673, 0.71331], [3.05141, -2.54079, -0.45630], [2.23433, -1.82954, 2.41023], [5.40906, -0.67607, 1.94808], [7.41348, 0.22366, 0.96555], [9.43194, 2.15308, -1.37889], [8.84577, 1.97925, 0.29342]], "e_above_lowest_kj_mol": 327.8, "homo_lumo_gap_ev": 8.0452, "smiles": "COc1ccc(N2CCN(C(=O)c3ccc(OC[C@H]4CCCO4)cc3)CC2)cc1", "e_homo_ev": -7.321, "spin_multiplicity": 1, "lumo_energy_ha": 0.0266}



(2)
{"formula": "C23H28N4O12V", "method": "ωB97M-V with the def2-TZVPD basis set", "symbols": ["O", "V", "O", "C", "C", "O", "H", "H", "H", "H", "H", "C", "C", "O", "H", "H", "H", "H", "H", "C", "N", "O", "O", "H", "H", "H", "C", "C", "C", "C", "C", "C", "N", "O", "O", "H", "H", "H", "H", "H", "C", "C", "C", "C", "C", "C", "N", "O", "O", "H", "H", "H", "H", "H", "C", "C", "C", "C", "C", "C", "N", "O", "O", "H", "H", "H", "H", "H"], "positions_angstrom": [[-2.75115, -2.23109, -0.44094], [-3.07056, -0.92004, -1.30389], [-3.78912, 0.07023, -0.22187], [-1.47306, -0.52712, 0.82968], [-0.83980, -0.32312, -0.57113], [-1.70918, -0.20936, -1.62422], [-1.93477, -1.50902, 0.93358], [-2.16012, 0.26798, 1.11931], [-0.64645, -0.45273, 1.53627], [-0.33907, -1.26550, -0.79311], [-0.04670, 0.42348, -0.61213], [1.07834, 2.60742, -2.76706], [-0.11640, 2.14143, -1.92943], [-1.24971, 1.75097, -2.66926], [1.96170, 2.89406, -2.19643], [0.81883, 3.40512, -3.46307], [1.39259, 1.82774, -3.46093], [-0.39245, 3.10544, -1.50214], [0.08366, 1.52544, -1.05272], [1.89830, -0.24444, -1.15468], [1.62045, -0.41540, -2.64891], [0.51911, -0.02074, -3.12709], [2.41878, -1.00761, -3.28261], [2.62377, -1.02019, -0.90975], [1.01526, -0.23473, -0.51573], [2.46954, 0.68286, -1.11103], [-0.60840, -5.01253, -0.12313], [-1.34762, -3.80965, -0.25391], [-0.93281, -2.82945, -1.11676], [0.21765, -3.02779, -1.89150], [0.98547, -4.21378, -1.77185], [0.52686, -5.15038, -0.86374], [0.63704, -2.17406, -3.01532], [1.72944, -2.33802, -3.57182], [-0.13782, -1.26217, -3.28810], [-0.97604, -5.81685, 0.49682], [-2.29331, -3.76294, 0.26561], [-1.58015, -1.98913, -1.31975], [1.89916, -4.34492, -2.33253], [1.00556, -6.11455, -0.77622], [-0.79091, 1.77602, 2.51311], [-2.02455, 2.35219, 2.83218], [-2.89143, 2.66881, 1.72583], [-2.44470, 2.55230, 0.36607], [-1.12695, 2.01082, 0.22560], [-0.35760, 1.54067, 1.23398], [-3.25878, 2.93177, -0.81757], [-2.65979, 3.11974, -1.89145], [-4.47506, 2.90694, -0.70339], [-0.19083, 1.44591, 3.34817], [-2.40280, 2.49257, 3.83399], [-3.92786, 2.95614, 1.82420], [-0.71203, 1.79366, -0.74758], [0.54658, 0.98856, 1.02417], [2.02415, 1.57511, 4.37525], [3.28164, 1.41203, 3.83049], [3.34470, 0.68004, 2.66267], [2.18742, 0.36771, 1.89829], [0.90373, 0.64248, 2.40774], [0.84306, 1.25104, 3.67289], [2.35733, -0.53933, 0.72544], [3.49284, -0.78683, 0.30493], [1.32817, -0.87559, 0.12564], [2.04666, 2.19475, 5.25951], [4.19155, 1.70641, 4.33230], [4.30589, 0.42850, 2.23928], [0.02268, 0.38390, 1.83916], [-0.11996, 1.54888, 4.06056]], "homo_lumo_gap_ev": 4.4885, "charge": -1, "e_homo_ev": -3.471, "spin_multiplicity": 1, "lumo_energy_ha": 0.0374}



(3)
{"formula": "C23H28N4O6S", "method": "ωB97M-V with the def2-TZVPD basis set", "symbols": ["C", "H", "O", "C", "C", "H", "H", "C", "N", "C", "O", "C", "N", "S", "O", "O", "C", "C", "C", "C", "C", "C", "H", "H", "N", "C", "O", "N", "C", "O", "C", "H", "H", "H", "C", "H", "H", "H", "H", "H", "C", "C", "C", "C", "C", "C", "C", "H", "H", "H", "H", "H", "H", "H", "H", "H", "H", "H", "H", "H", "H", "H"], "positions_angstrom": [[-1.84687, -3.39837, 0.78465], [-0.80516, -3.28439, 0.48986], [-2.39483, -2.10061, 0.81359], [-3.70558, -2.01299, 1.34899], [-4.79663, -2.30294, 0.30680], [-5.72589, -2.55804, 0.81592], [-4.49285, -3.16677, -0.28947], [-5.04474, -1.10580, -0.61642], [-3.78585, -0.49616, -0.99547], [-3.55213, 0.81137, -0.78503], [-4.41276, 1.65379, -0.63173], [-2.06347, 1.18235, -0.77706], [-1.88180, 2.36953, 0.03188], [-1.73711, 2.00155, 1.66143], [-1.85807, 3.22539, 2.39295], [-2.56885, 0.89240, 2.03188], [-0.02122, 1.50148, 1.62254], [0.34881, 0.20849, 1.33924], [1.69231, -0.08260, 1.09926], [2.66605, 0.92365, 1.19429], [2.26577, 2.22227, 1.53674], [0.93079, 2.50454, 1.72123], [0.59275, 3.50170, 1.95268], [2.99028, 3.01222, 1.63491], [3.98206, 0.61642, 0.94330], [4.40007, -0.64036, 0.55203], [5.56274, -0.87692, 0.30833], [3.42340, -1.61151, 0.45379], [2.07309, -1.43450, 0.69165], [1.29818, -2.35581, 0.54232], [3.83424, -2.94203, 0.03667], [3.27933, -3.22837, -0.85624], [3.60989, -3.65708, 0.82782], [4.90165, -2.92297, -0.16531], [5.00451, 1.63983, 1.03822], [5.95665, 1.17158, 0.79376], [5.05060, 2.03958, 2.05126], [4.80618, 2.44407, 0.32951], [-0.37852, -0.58976, 1.30214], [-2.65907, 3.00925, -0.10988], [-1.49431, 1.38964, -2.19231], [0.00512, 1.32251, -2.14481], [0.75788, 2.45005, -1.84465], [2.13843, 2.37845, -1.78463], [2.78610, 1.17760, -2.02143], [2.04205, 0.04370, -2.29898], [0.66171, 0.11571, -2.35457], [0.08881, -0.77344, -2.57513], [2.54002, -0.89686, -2.48477], [3.86507, 1.12321, -1.99833], [2.71092, 3.26839, -1.56579], [0.25494, 3.38714, -1.66122], [-1.88673, 0.60693, -2.84381], [-1.82787, 2.35831, -2.56544], [-1.51401, 0.37245, -0.29269], [-2.98955, -1.11770, -0.93226], [-5.59068, -1.42492, -1.51186], [-5.63363, -0.33626, -0.11004], [-3.80268, -2.70708, 2.19319], [-3.79254, -0.98945, 1.72304], [-2.36474, -4.04772, 0.06823], [-1.89226, -3.86412, 1.77522]], "e_above_lowest_kj_mol": 0.0, "homo_lumo_gap_ev": 9.0209, "smiles": "COCCCNC(=O)[C@@H](Cc1ccccc1)NS(=O)(=O)c1ccc2c(c1)c(=O)n(C)c(=O)n2C", "e_homo_ev": -9.056, "spin_multiplicity": 1, "lumo_energy_ha": -0.0013}